86
Properties=species:S:1:pos:R:3:forces:R:3 method="wB97M-V/def2-TZVPD" de_lowest_kj_mol=329.6 spin_multiplicity=3 e_homo_ev="-8.20 / -8.19"
C 2.770 -2.475 -6.112 0.049 -0.165 0.658
C 2.155 -1.596 -7.138 -0.203 0.370 -1.633
H 2.265 -3.452 -6.097 0.167 0.231 0.122
H 2.671 -2.004 -5.123 0.185 -0.447 -0.352
H 3.835 -2.659 -6.340 -0.312 0.111 0.109
C 1.958 -2.052 -8.399 0.103 0.856 0.804
C 2.184 -3.459 -8.850 0.051 -0.353 -0.273
H 1.624 -1.377 -9.188 0.060 -0.149 0.354
H 1.713 -4.203 -8.192 0.156 0.208 -0.038
H 3.251 -3.709 -8.931 -0.155 0.012 0.112
H 1.753 -3.590 -9.851 0.108 -0.054 0.213
Au 1.940 0.952 -2.797 0.076 -0.689 1.166
Cl 1.976 2.999 -1.800 0.108 0.421 0.049
Cl 2.149 -1.350 -2.857 0.008 -0.071 0.215
C -1.493 3.463 -2.166 -0.403 -0.532 0.181
O -2.514 2.793 -1.932 1.099 0.786 -0.230
N -1.456 4.594 -2.899 -0.144 -0.165 0.116
C -2.668 5.086 -3.525 -0.038 0.027 -0.132
C -0.205 5.284 -3.200 -0.019 -0.311 0.051
H -0.484 3.171 -1.783 -0.569 0.206 -0.186
H -3.538 4.751 -2.956 0.182 0.042 -0.126
H -2.755 4.731 -4.561 -0.026 0.024 0.165
H -2.620 6.177 -3.544 -0.139 -0.081 0.019
H 0.534 5.035 -2.430 -0.179 0.194 -0.286
H -0.395 6.363 -3.225 0.115 -0.201 0.068
H 0.198 4.967 -4.175 -0.089 0.148 0.191
H -0.460 -4.969 -1.775 -0.010 -0.169 -0.102
H -1.772 -3.519 -4.030 -0.374 -0.172 0.278
C -1.475 -5.374 -1.866 -0.044 0.364 0.201
C -2.656 -3.977 -3.555 0.223 0.062 -0.097
N -2.422 -4.314 -2.162 -0.299 0.745 0.504
H -1.754 -5.838 -0.919 0.103 -0.175 -0.089
C -2.775 -3.425 -1.189 -0.122 0.368 -0.591
O -3.267 -2.311 -1.392 0.402 -1.293 0.417
H -3.496 -3.277 -3.617 0.217 -0.236 -0.014
H -2.580 -3.834 -0.167 -0.052 0.307 -0.366
H -1.497 -6.099 -2.677 -0.027 -0.098 0.156
H -2.882 -4.915 -4.069 -0.107 0.207 -0.136
O 1.283 0.041 -5.453 -2.611 -0.380 -0.728
C 1.928 -0.111 -6.736 0.404 -0.529 -0.267
C 0.083 0.248 -8.472 -0.190 0.285 -0.168
C 1.242 0.706 -7.841 0.663 -0.189 0.392
H -0.325 -0.733 -8.211 0.086 0.459 -0.012
C -0.528 1.019 -9.470 0.329 0.015 0.317
H 2.948 0.291 -6.538 -0.575 -0.004 -0.284
C 1.826 1.915 -8.235 -0.397 -0.090 -0.225
H -1.454 0.676 -9.922 0.136 -0.003 -0.034
C 0.053 2.221 -9.877 0.208 -0.008 0.211
C 1.234 2.658 -9.259 -0.054 0.149 -0.078
H 2.749 2.248 -7.746 -0.411 -0.078 -0.238
H -0.405 2.809 -10.679 0.204 -0.199 0.359
H 1.698 3.595 -9.578 -0.162 -0.291 0.072
Si -0.503 -0.250 -5.254 1.009 -0.540 0.872
Cl -0.487 -2.287 -5.734 0.294 -0.817 0.003
C -2.194 -0.080 -6.288 -0.960 0.538 -0.918
C -0.671 1.772 -5.331 -0.149 2.856 -0.246
C -1.053 -0.215 -3.414 0.436 -0.097 -0.068
H -2.203 0.749 -7.017 -0.024 -0.347 0.399
H -2.972 0.130 -5.528 0.504 -0.005 -0.162
H -2.514 -0.996 -6.828 0.618 0.437 0.448
H -0.670 -1.090 -2.870 -0.105 0.216 -0.221
H -2.156 -0.199 -3.349 0.411 -0.018 -0.148
H -0.672 0.688 -2.903 -0.232 -0.328 -0.172
H -0.561 2.115 -6.368 0.019 -0.384 0.225
H 0.150 2.176 -4.722 -0.098 -0.529 -0.035
H -1.639 2.094 -4.922 0.195 -0.542 -0.092
C -1.569 0.101 -0.062 0.570 -0.242 -1.056
P 0.032 0.897 0.346 -2.068 -0.517 1.136
C -0.673 2.450 1.038 0.775 0.740 -0.328
C 0.473 0.100 1.939 1.185 -0.056 -0.218
C -0.356 -0.794 2.637 0.312 0.257 0.321
C -0.078 -1.057 3.990 0.105 0.101 -0.401
C 1.051 -0.507 4.602 0.017 0.058 -0.186
C 1.948 0.272 3.855 -0.098 -0.094 0.027
C 1.672 0.568 2.520 -0.459 -0.184 0.380
H -2.099 0.763 -0.763 0.117 -0.209 0.165
H -2.176 -0.065 0.833 0.197 0.234 -0.077
H -1.380 -0.854 -0.559 -0.255 0.086 0.066
H -1.055 2.258 2.048 0.128 -0.119 -0.297
H 0.131 3.193 1.087 -0.267 0.072 0.132
H -1.474 2.818 0.388 0.217 -0.161 0.057
H -1.218 -1.253 2.155 0.223 0.190 0.220
H -0.753 -1.694 4.564 0.205 0.152 -0.195
H 1.239 -0.694 5.666 -0.036 0.049 -0.502
H 2.857 0.652 4.328 -0.303 -0.108 -0.192
H 2.356 1.182 1.927 -0.214 -0.152 0.248